DFT (ωB97M-V/def2-TZVPD) results for a molecular structure, C3H3Br3S at a distorted geometry.

Output
molecular weight = 310.84 g/mol
strongest force on any atom = 2.85 eV/A
energy above the lowest of the compared OMol25 structures with the same formula, charge and spin = 0.4291 eV
lowest unoccupied orbital energy = -1.47 eV
electronic energy = -8236.279148 a.u.
HOMO = -0.32799 Eh

Element x y z (Å)
C (0.11044, -0.68180, 0.15205)
C (1.36925, 0.04502, -0.12154)
C (-1.08919, 0.19617, 0.10853)
S (-0.13435, -2.33350, 0.37854)
Br (-1.07753, 1.65395, 1.37040)
Br (-1.35417, 1.00875, -1.74428)
Br (-2.70970, -0.73121, 0.41678)
H (1.69088, 0.68825, 0.82626)
H (1.00261, 0.81457, -0.92112)
H (2.19176, -0.66019, -0.46563)

DFT (ωB97M-V/def2-TZVPD) results for a molecular structure, C3H3Br5 at a distorted geometry.

Output
molecular weight = 438.58 g/mol
strongest force on any atom = 3.99 eV/A
energy above the lowest of the compared OMol25 structures with the same formula, charge and spin = 0.0000 eV
lowest unoccupied orbital energy = -0.10 eV
electronic energy = -12986.122501 a.u.
HOMO = -0.36704 Eh

Element x y z (Å)
C (-0.77693, -1.18620, -1.38989)
C (-0.47920, -1.89948, -0.37509)
C (3.34972, -0.07960, 0.24796)
Br (0.08566, -1.17773, 1.29825)
Br (-0.69835, -3.84950, -0.34948)
Br (3.27824, -1.62736, -0.89476)
Br (5.12991, 0.46756, 0.82914)
Br (2.59415, 1.40533, -0.82132)
H (-1.27736, -1.60410, -2.32965)
H (2.96931, -0.23007, 1.22579)
H (-0.60583, -0.10714, -1.34989)

DFT (ωB97M-V/def2-TZVPD) results for a molecular structure, C3H3BrClI at a distorted geometry.

Output
molecular weight = 281.32 g/mol
strongest force on any atom = 3.00 eV/A
energy above the lowest of the compared OMol25 structures with the same formula, charge and spin = 5.4926 eV
lowest unoccupied orbital energy (alpha / beta) = -1.24 / -1.24 eV
electronic energy = -3447.766371 a.u.
HOMO (alpha / beta) = -0.30869 / -0.30867 Eh

Element x y z (Å)
C (-0.38694, 0.39071, -0.64716)
C (1.88004, -0.48101, 0.50780)
C (-1.32735, -0.09700, 0.32878)
Cl (-0.68436, 1.86944, -1.30557)
Br (2.76996, 1.10036, 0.09895)
I (2.48871, -2.13523, -0.60844)
H (-0.79421, -0.89085, 0.86163)
H (-2.12330, -0.54087, -0.26405)
H (-1.82255, 0.78445, 1.02806)

DFT (ωB97M-V/def2-TZVPD) results for 2 unconnected molecules or ions with the total composition C3H3BrF2 at a distorted geometry.

Output
molecular weight = 156.96 g/mol
strongest force on any atom = 2.43 eV/A
energy above the lowest of the compared OMol25 structures with the same formula, charge and spin = 5.1878 eV
lowest unoccupied orbital energy (alpha / beta) = -0.44 / -1.42 eV
electronic energy = -2889.641997 a.u.
HOMO (alpha / beta) = -0.38292 / -0.31789 Eh

Element x y z (Å)
C (-0.41190, -0.59740, -1.63489)
C (-0.56475, 0.40898, -0.82074)
C (0.78398, 0.44118, 1.80249)
F (-1.14114, -0.75387, -2.79472)
F (-1.27105, 1.53686, -1.02467)
Br (0.50658, -1.27349, 2.36790)
H (0.20045, -1.46062, -1.27159)
H (1.12599, 0.54732, 0.74497)
H (0.77183, 1.15104, 2.63124)

DFT (ωB97M-V/def2-TZVPD) results for a single C3H3BrO molecule at a distorted geometry.

Output
molecular weight = 134.96 g/mol
strongest force on any atom = 4.66 eV/A
energy above the lowest of the compared OMol25 structures with the same formula, charge and spin = 0.1746 eV
lowest unoccupied orbital energy = -0.20 eV
structure (SMILES) = C=CC(=O)Br
electronic energy = -2765.326083 a.u.
HOMO = -0.38821 Eh

Element x y z (Å)
C (-1.17519, 0.46613, -0.37449)
C (0.10636, 0.08908, -0.51058)
C (0.75426, -0.58603, 0.65226)
O (0.13685, -1.13455, 1.53626)
Br (2.63253, -0.22629, 0.77207)
H (-1.53159, 0.96431, -1.27031)
H (-1.57086, 0.23581, 0.53060)
H (0.64765, 0.19155, -1.33582)

DFT (ωB97M-V/def2-TZVPD) results for a single C3H3BrO molecule at a distorted geometry.

Output
molecular weight = 134.96 g/mol
strongest force on any atom = 4.42 eV/A
energy above the lowest of the compared OMol25 structures with the same formula, charge and spin = 3.1339 eV
lowest unoccupied orbital energy = -0.07 eV
electronic energy = -2765.217331 a.u.
HOMO = -0.36197 Eh

Element x y z (Å)
C (-0.18333, -0.56118, -0.30660)
C (-0.30722, -0.37294, -1.73875)
C (-0.02052, 0.67460, 0.49629)
O (0.82764, -0.77359, -1.32185)
Br (-0.67988, -2.10398, 0.88463)
H (1.13170, 0.87144, 0.71208)
H (-0.42313, 0.65778, 1.48232)
H (-0.34525, 1.60788, -0.20813)

DFT (ωB97M-V/def2-TZVPD) results for a single C3H3BrO molecule at a distorted geometry.

Output
molecular weight = 134.96 g/mol
strongest force on any atom = 5.19 eV/A
energy above the lowest of the compared OMol25 structures with the same formula, charge and spin = 3.6595 eV
lowest unoccupied orbital energy (alpha / beta) = 0.14 / 0.13 eV
structure (SMILES) = BrCC1=CO1
electronic energy = -2765.198016 a.u.
HOMO (alpha / beta) = -0.29361 / -0.29364 Eh

Element x y z (Å)
Br (-2.24517, -0.17422, 1.08267)
C (-0.36660, -0.57259, 1.42822)
C (0.29460, -0.96327, 0.24404)
C (1.07671, -1.72907, -0.50948)
O (0.81212, -0.29892, -0.86356)
H (0.16823, 0.42392, 1.78742)
H (-0.27748, -1.39841, 2.16484)
H (1.41999, -2.50359, -1.26344)

DFT (ωB97M-V/def2-TZVPD) results for a single C3H3BrS molecule at a distorted geometry.

Output
molecular weight = 151.03 g/mol
strongest force on any atom = 8.27 eV/A
energy above the lowest of the compared OMol25 structures with the same formula, charge and spin = 2.6696 eV
lowest unoccupied orbital energy (alpha / beta) = -0.81 / -1.68 eV
structure (SMILES) = S=C/C=C/Br
electronic energy = -3088.150720 a.u.
HOMO (alpha / beta) = -0.32868 / -0.31297 Eh

Element x y z (Å)
S (2.62970, 0.98362, -0.00924)
C (1.36308, -0.12002, -0.17960)
C (0.16546, 0.45018, 0.22365)
C (-1.34256, -0.48803, 0.11597)
Br (-2.93756, 0.25718, 0.06251)
H (1.33431, -1.02418, -0.69769)
H (-0.01701, 1.44937, 0.19967)
H (-1.19543, -1.50812, 0.28473)

DFT (ωB97M-V/def2-TZVPD) results for a molecular structure, C3H3CaO4 at a distorted geometry.

Output
molecular weight = 143.13 g/mol
strongest force on any atom = 3.27 eV/A
energy above the lowest of the compared OMol25 structures with the same formula, charge and spin = 0.0000 eV
lowest unoccupied orbital energy = -5.35 eV
electronic energy = -1094.469381 a.u.
HOMO = -0.44864 Eh
charge = +1

Element x y z (Å)
C (-1.00855, -0.57325, 0.26321)
C (-2.22000, -0.06515, 1.01679)
O (-3.03428, -0.78646, 1.54443)
O (-0.69181, 0.18988, -0.82178)
H (-1.21673, -1.63112, 0.00024)
H (-2.33717, 1.04465, 1.02635)
Ca (0.91175, 0.89458, -1.77511)
O (2.76224, 0.65033, -0.67014)
O (4.35949, 0.07745, 0.88154)
C (3.43282, 0.31097, 0.24172)
H (-0.11288, -0.66219, 1.02200)

DFT (ωB97M-V/def2-TZVPD) results for a single C3H3Cl2F molecule at a distorted geometry.

Output
molecular weight = 128.96 g/mol
strongest force on any atom = 7.47 eV/A
energy above the lowest of the compared OMol25 structures with the same formula, charge and spin = 2.3505 eV
lowest unoccupied orbital energy = 0.64 eV
structure (SMILES) = F[C@]1(Cl)C[C@H]1Cl
electronic energy = -1136.250991 a.u.
HOMO = -0.38205 Eh

Element x y z (Å)
F (1.45095, 0.90432, -1.15604)
C (0.63476, 0.20465, -0.14856)
Cl (0.27766, 1.47796, 0.79983)
C (0.98243, -1.02334, 0.53654)
C (-0.05237, -1.01204, -0.42426)
Cl (-1.77248, -1.08084, -0.21995)
H (2.00228, -1.39923, 0.30780)
H (0.90135, -0.81590, 1.81080)
H (0.06070, -1.69045, -1.35447)

DFT (ωB97M-V/def2-TZVPD) results for a single C3H3Cl2NO molecule at a distorted geometry.

Output
molecular weight = 139.97 g/mol
strongest force on any atom = 3.04 eV/A
energy above the lowest of the compared OMol25 structures with the same formula, charge and spin = 0.5942 eV
lowest unoccupied orbital energy = 0.73 eV
structure (SMILES) = O=C1NCC1(Cl)Cl
electronic energy = -1166.464152 a.u.
HOMO = -0.37855 Eh

Element x y z (Å)
O (-0.89653, -2.21419, 0.19223)
C (-0.37717, -1.15525, 0.12151)
N (0.95664, -0.73455, 0.13643)
C (0.69430, 0.69867, -0.04560)
C (-0.87490, 0.28198, -0.04833)
Cl (-1.67845, 0.95188, 1.35340)
Cl (-1.72066, 0.64034, -1.50187)
H (1.97069, -1.08491, -0.03666)
H (0.86506, 1.18994, -0.97972)
H (1.06100, 1.42608, 0.80863)

DFT (ωB97M-V/def2-TZVPD) results for 2 unconnected molecules or ions with the total composition C3H3Cl2NO at a distorted geometry.

Output
molecular weight = 139.97 g/mol
strongest force on any atom = 2.35 eV/A
energy above the lowest of the compared OMol25 structures with the same formula, charge and spin = 6.7593 eV
lowest unoccupied orbital energy = -0.37 eV
electronic energy = -1166.237589 a.u.
HOMO = -0.30583 Eh

Element x y z (Å)
C (-1.02599, -1.64410, 0.37268)
C (-3.60998, 0.37444, -0.13578)
C (-0.38487, -0.37798, 0.71301)
N (-3.16446, 1.44385, 0.00332)
O (-2.68202, 2.53224, -0.20261)
Cl (-0.51059, -2.50403, -0.94806)
Cl (-4.06692, -1.10395, 0.53193)
H (-0.74578, 0.19539, 1.58869)
H (-0.71788, 0.21872, -0.17178)
H (0.71094, -0.47975, 0.73296)

DFT (ωB97M-V/def2-TZVPD) results for 2 unconnected molecules or ions with the total composition C3H3Cl2O2 at a distorted geometry.

Output
molecular weight = 141.96 g/mol
strongest force on any atom = 5.33 eV/A
energy above the lowest of the compared OMol25 structures with the same formula, charge and spin = 3.9419 eV
lowest unoccupied orbital energy = 3.53 eV
electronic energy = -1186.899760 a.u.
HOMO = -0.09982 Eh
charge = -1

Element x y z (Å)
C (-1.01504, -1.88860, -0.86890)
C (-0.70841, -1.00329, 0.15836)
C (1.60791, 1.97387, 0.73323)
O (-0.29678, -2.42720, 0.03812)
O (-1.63230, -2.14069, -1.89530)
Cl (-0.12143, 2.11943, 1.30456)
Cl (1.52018, 1.39903, -0.98970)
H (-1.51814, -0.93267, 0.79069)
H (0.12076, -0.23478, 0.20687)
H (2.04324, 3.13490, 0.52208)

DFT (ωB97M-V/def2-TZVPD) results for a single C3H3Cl3 molecule at a distorted geometry.

Output
molecular weight = 145.42 g/mol
strongest force on any atom = 4.34 eV/A
energy above the lowest of the compared OMol25 structures with the same formula, charge and spin = 0.5654 eV
lowest unoccupied orbital energy = 0.59 eV
structure (SMILES) = Cl/C=C(/Cl)CCl
electronic energy = -1496.643478 a.u.
HOMO = -0.35064 Eh

Element x y z (Å)
Cl (-2.25603, -0.59325, -0.06066)
C (-1.10732, 0.69204, -0.13802)
C (0.19603, 0.51958, -0.17413)
Cl (1.03555, 2.05959, -0.02900)
C (0.74227, -0.77580, 0.06158)
Cl (2.48625, -1.08924, -0.10841)
H (-1.66057, 1.60587, -0.14568)
H (0.38947, -1.06019, 1.12460)
H (0.17434, -1.35860, -0.53027)

DFT (ωB97M-V/def2-TZVPD) results for 2 unconnected molecules or ions with the total composition C3H3Cl3O at a distorted geometry.

Output
molecular weight = 161.42 g/mol
strongest force on any atom = 4.63 eV/A
energy above the lowest of the compared OMol25 structures with the same formula, charge and spin = 3.1545 eV
lowest unoccupied orbital energy = 0.24 eV
electronic energy = -1571.798948 a.u.
HOMO = -0.32824 Eh

Element x y z (Å)
C (2.11956, -0.61589, 0.20062)
C (1.51618, 0.33497, 0.87164)
C (0.79372, 2.02761, -0.46793)
O (-0.52737, 1.98687, -0.63377)
Cl (1.16485, 0.78067, 2.47420)
Cl (1.31866, 3.59444, 0.14311)
Cl (1.61323, 1.66152, -1.94790)
H (2.48758, -1.39063, 0.79447)
H (2.20702, -0.58988, -0.97876)
H (-0.87674, 1.45706, -1.36863)

DFT (ωB97M-V/def2-TZVPD) results for a single C3H3Cl3S2 molecule at a distorted geometry.

Output
molecular weight = 209.55 g/mol
strongest force on any atom = 5.91 eV/A
energy above the lowest of the compared OMol25 structures with the same formula, charge and spin = 1.4132 eV
lowest unoccupied orbital energy = -0.28 eV
structure (SMILES) = S=C(S)CC(Cl)(Cl)Cl
electronic energy = -2292.988518 a.u.
HOMO = -0.31888 Eh

Element x y z (Å)
S (-1.33144, -1.94433, -0.51521)
C (-1.24956, -0.40551, -0.14411)
S (-2.57845, 0.69665, -0.26871)
C (0.30805, 0.53641, 0.36910)
C (1.62725, -0.04319, -0.02040)
Cl (2.68488, 0.94082, 0.92472)
Cl (1.80519, -1.68585, 0.40921)
Cl (2.05866, 0.14571, -1.79719)
H (-3.47162, -0.28929, -0.33255)
H (-0.08574, 1.46529, -0.03374)
H (0.23277, 0.58330, 1.40888)

DFT (ωB97M-V/def2-TZVPD) results for 2 unconnected molecules or ions with the total composition C3H3Cl3S2 at a distorted geometry.

Output
molecular weight = 209.55 g/mol
strongest force on any atom = 2.47 eV/A
energy above the lowest of the compared OMol25 structures with the same formula, charge and spin = 3.9624 eV
lowest unoccupied orbital energy (alpha / beta) = -0.73 / -1.42 eV
electronic energy = -2292.894836 a.u.
HOMO (alpha / beta) = -0.34215 / -0.27490 Eh

Element x y z (Å)
C (1.48026, 1.18217, 0.27427)
C (-0.40036, -0.97963, -0.48448)
C (-1.64317, -0.35145, -0.13496)
S (0.96648, 2.62576, -0.00105)
S (2.53101, 0.00264, 0.77411)
Cl (-2.94195, -1.50070, 0.02103)
Cl (-1.44953, 0.20071, 1.80347)
Cl (-2.11613, 1.07428, -0.97595)
H (0.16749, -0.70721, -1.31297)
H (-0.39804, -2.05660, -0.17783)
H (3.80393, 0.51002, 0.21436)

DFT (ωB97M-V/def2-TZVPD) results for a single C3H3ClF2 molecule at a distorted geometry.

Output
molecular weight = 112.51 g/mol
strongest force on any atom = 2.90 eV/A
energy above the lowest of the compared OMol25 structures with the same formula, charge and spin = 0.6059 eV
lowest unoccupied orbital energy = 0.92 eV
structure (SMILES) = F/C=C\[C@H](F)Cl
electronic energy = -775.996864 a.u.
HOMO = -0.38233 Eh

Element x y z (Å)
F (1.79703, -0.39642, -0.93474)
C (1.31586, -0.29150, 0.26799)
C (0.12194, 0.12246, 0.56857)
C (-0.90044, 0.34734, -0.43802)
F (-1.46306, 1.57906, -0.32978)
Cl (-2.12842, -0.99004, -0.26470)
H (2.05431, -0.74492, 0.95861)
H (-0.15759, 0.10582, 1.60412)
H (-0.63963, 0.26819, -1.43206)

DFT (ωB97M-V/def2-TZVPD) results for a single C3H3ClFN3 molecule at a distorted geometry.

Output
molecular weight = 135.53 g/mol
strongest force on any atom = 6.95 eV/A
energy above the lowest of the compared OMol25 structures with the same formula, charge and spin = 2.5938 eV
lowest unoccupied orbital energy = 0.66 eV
structure (SMILES) = Cn1nnc(Cl)c1F
electronic energy = -840.327067 a.u.
HOMO = -0.31404 Eh

Element x y z (Å)
C (-0.04847, 0.01069, -0.00080)
N (1.37584, 0.21060, -0.00116)
N (1.83788, 1.47027, -0.01198)
N (3.13380, 1.50920, -0.01052)
C (3.71345, 0.36624, 0.00031)
Cl (5.30007, -0.12555, 0.00564)
C (2.30524, -0.70936, 0.01306)
F (2.12097, -2.01280, -0.01568)
H (-0.38148, -0.30699, 0.98679)
H (-0.51901, 0.95899, -0.24782)
H (-0.32052, -0.74331, -0.73765)

DFT (ωB97M-V/def2-TZVPD) results for a molecular structure, C3H3ClN2 at a distorted geometry.

Output
molecular weight = 102.52 g/mol
strongest force on any atom = 2.71 eV/A
energy above the lowest of the compared OMol25 structures with the same formula, charge and spin = 4.1242 eV
lowest unoccupied orbital energy = -1.57 eV
electronic energy = -685.663870 a.u.
HOMO = -0.35931 Eh

Element x y z (Å)
C (1.82136, -0.01311, -0.05650)
C (0.84625, -0.69805, 0.60816)
C (0.25834, 1.07827, 0.23939)
N (1.35567, 1.29470, -0.32505)
N (-0.26192, 0.15891, 0.87700)
Cl (-3.26794, 0.14878, -0.58041)
H (2.70222, -0.46376, -0.30397)
H (0.71872, -1.61613, 1.05224)
H (-4.17269, 0.11038, -1.51087)